The following is a quantum chemistry calculation of one molecule with the formula C18H12ClN3OS at a distorted geometry, from the OMol25 dataset.

As for the SMILES: O=C(/N=C1\N=C2C=CC(Cl)=CN2Cc2ccccc21)c1cccs1. The value obtained for the relative energy (zero: lowest compared OMol25 entry of this formula, charge and spin) is 47.5 kcal per mole. The HOMO energy is -0.2990 Eh. For the total energy, the calculation gives -1790.9790 Eh. As for the LUMO energy: -0.0090 Eh. The molar mass is 353.83 g mol⁻¹.

The geometry in ORCA input format:
```
! wB97M-V def2-TZVPD RIJCOSX def2/J DEFGRID3
* xyz 0 1
O 3.32 -0.09 2.07
C 2.52 -0.98 1.74
N 1.97 -0.75 0.51
C 1.08 0.21 0.35
N 0.48 0.81 1.45
C -0.18 1.95 1.37
C -0.97 2.21 2.58
C -1.74 3.33 2.69
C -1.72 4.32 1.62
Cl -2.69 5.71 1.74
C -0.99 4.07 0.46
N -0.15 2.93 0.35
C 0.91 2.91 -0.69
C 0.71 1.75 -1.62
C 0.51 1.96 -2.99
C 0.36 0.85 -3.84
C 0.41 -0.46 -3.34
C 0.59 -0.65 -1.97
C 0.78 0.44 -1.09
C 2.18 -2.18 2.55
C 1.45 -3.28 2.21
C 1.41 -4.26 3.29
C 1.99 -3.79 4.47
S 2.73 -2.22 4.21
H -0.98 1.43 3.32
H -2.34 3.49 3.57
H -1.06 4.78 -0.38
H 1.90 2.78 -0.23
H 0.90 3.86 -1.21
H 0.51 2.96 -3.44
H 0.25 0.93 -4.91
H 0.29 -1.34 -3.99
H 0.71 -1.65 -1.60
H 0.99 -3.41 1.24
H 0.91 -5.23 3.18
H 1.99 -4.34 5.40
*
```


The following is a quantum chemistry calculation of C18H13BBrF4IN3O4ReSbSe4 as an isolated structure, from the OMol25 dataset.

The value obtained for the relative energy (zero: lowest compared OMol25 entry of this formula, charge and spin) is 0.0 kcal per mole. The HOMO energy (spin up / spin down) is -0.0928 / -0.0882 Eh. For the total energy, the calculation gives -14379.7651 Eh. As for the LUMO energy (spin up / spin down): 0.1157 / 0.1157 Eh. The molar mass is 1252.74 g mol⁻¹.

The geometry in ORCA input format:
```
! wB97M-V def2-TZVPD RIJCOSX def2/J DEFGRID3
* xyz -2 2
Re 1.19 0.52 1.19
Se 4.45 -1.52 4.65
Sb 3.63 0.66 3.95
Se 1.03 0.48 3.51
Se 3.55 0.93 1.38
Se 4.29 2.52 5.31
F 0.71 2.38 0.64
B 0.57 3.96 0.53
F 0.74 4.20 -0.81
F 1.53 4.47 1.34
F -0.71 4.19 0.96
N 3.40 -4.29 2.37
C 2.38 -3.67 1.71
C 2.35 -2.26 1.69
N 1.39 -1.61 1.07
C 0.46 -2.33 0.40
C 0.52 -3.69 0.42
N 1.45 -4.38 1.08
H 3.86 -3.73 3.08
H 3.22 -5.25 2.61
H 3.12 -1.70 2.19
H -0.30 -1.77 -0.12
H -0.23 -4.27 -0.11
Br 1.71 -2.35 -3.02
C 1.19 -0.71 -3.84
C 0.67 -0.76 -5.13
C 0.31 0.41 -5.76
C 0.48 1.63 -5.11
C 1.01 1.66 -3.84
C 1.37 0.49 -3.18
C 1.92 0.63 -1.78
O 2.99 1.20 -1.62
O 1.12 0.18 -0.88
H 0.56 -1.72 -5.62
H -0.11 0.38 -6.76
H 0.19 2.55 -5.60
H 1.16 2.60 -3.32
I -7.66 2.24 0.62
C -5.75 1.42 0.92
C -4.64 2.12 0.47
C -3.38 1.57 0.66
C -3.24 0.34 1.30
C -4.36 -0.33 1.75
C -5.63 0.20 1.56
C -1.86 -0.26 1.52
O -1.75 -1.25 2.24
O -0.94 0.35 0.90
H -4.75 3.08 -0.01
H -2.49 2.09 0.34
H -4.22 -1.27 2.26
H -6.51 -0.33 1.91
*
```